(1)
This record from OMol25 describes a cluster of 3 separate species, C12H20O8S in total. The level of theory is wB97M-V/def2-TZVPD.

```
41
Properties=species:S:1:pos:R:3:forces:R:3:mulliken_charge:R:1
C 25.8038 21.1939 33.0768 2.2 1.4 -0.4 -1.3176
C 27.2948 21.3187 32.3754 -3.3 -2.3 -1.4 0.3310
C 28.3323 22.2696 32.8381 1.0 3.1 -0.7 -0.3272
O 29.4961 21.5249 33.0098 0.7 -1.2 -0.3 -0.3120
C 29.1141 20.2656 33.0361 5.4 -5.5 1.3 0.7346
O 29.9711 19.3323 33.2245 -3.8 3.4 -0.6 -0.6794
O 27.8250 20.0888 32.8652 1.0 -0.6 -0.1 -0.2653
H 25.1862 20.3552 33.0645 -0.5 -2.4 -2.7 0.4232
H 25.1631 21.9817 32.8808 -1.0 1.9 -0.7 0.4460
H 25.7065 21.0158 34.1251 1.9 1.3 1.6 0.2208
H 27.3592 21.2144 31.2387 -0.9 0.3 1.3 0.2961
H 28.0273 22.4781 33.8003 -0.6 1.6 2.2 0.2664
H 28.8015 23.1540 32.2718 -2.1 -1.0 0.4 0.2640
C 29.4474 12.4585 39.3404 3.5 0.0 2.4 -1.4064
C 29.8534 13.3910 38.2350 -3.2 1.0 -3.2 0.4373
C 29.5892 14.9245 38.5389 -2.5 -3.1 -10.9 -0.6584
O 30.7198 15.5655 37.9068 1.1 -0.8 -1.6 -0.2530
C 31.6473 14.5768 37.5614 2.7 1.3 -0.5 0.6312
O 32.7816 14.6634 37.0947 -3.3 1.0 1.0 -0.5791
O 31.1821 13.4069 37.9121 1.6 -2.1 0.8 -0.3193
H 29.9660 12.7635 40.3871 -0.7 -0.7 -2.5 0.2461
H 29.5846 11.3931 39.1925 1.1 -0.1 -0.5 0.3693
H 28.4731 12.3839 39.6307 -3.2 1.0 0.2 0.4563
H 29.3914 13.1341 37.0791 0.2 0.4 3.5 0.2094
H 29.7610 15.1640 39.3991 0.6 2.3 10.2 0.6220
H 28.5630 15.2322 38.0605 2.1 -0.2 1.1 0.2339
C 29.7707 19.1314 37.6459 2.5 0.1 3.3 -0.1000
C 30.0422 20.4855 38.3366 -5.5 0.6 1.6 -1.0447
C 29.2967 21.6162 37.4925 2.5 -0.5 0.5 -0.4866
S 27.7583 20.8005 37.2068 2.1 1.0 -4.1 0.9012
O 27.2535 21.2370 35.9147 -0.3 -0.2 0.5 -0.5885
O 26.9632 20.8585 38.3522 -1.9 0.1 2.6 -0.6754
C 28.4111 19.1077 37.0752 3.7 4.2 -1.2 -1.0583
H 30.0762 18.4182 38.4960 -1.2 0.3 -1.5 0.0026
H 30.5693 19.0217 36.9483 0.2 -0.2 -1.0 0.3439
H 30.9789 20.7449 38.3314 5.5 1.0 -0.3 0.5788
H 29.7984 20.5597 39.5037 -0.2 -0.4 -2.6 0.2739
H 29.8642 21.6966 36.4740 -1.2 0.0 1.8 0.2635
H 29.3546 22.5654 38.1052 -0.8 -0.9 -1.1 0.3989
H 28.3743 18.7441 36.1349 -0.5 -1.1 -3.0 0.5221
H 27.7899 18.7759 37.7032 -4.9 -3.8 4.5 0.5986
```
Positions in Å, forces in eV/Å.

The HOMO energy is -10.20 eV. The largest force on an atom is 11.57 eV/A. As for the frontier orbital gap: 10.68 eV. The calculation puts the LUMO energy at 0.482 eV.

---

(2)
This record from OMol25 describes a structure of composition C12H21BrCaF2NO7S2Sb. The level of theory is wB97M-V/def2-TZVPD.

```
48
Properties=species:S:1:pos:R:3:forces:R:3:mulliken_charge:R:1
C -2.8087 1.0327 -1.5476 -1.8 0.1 -1.3 -0.9962
C -2.3027 0.1534 -2.5970 0.2 -0.1 -0.9 -1.5761
Sb -0.0938 -0.0545 -2.0407 0.9 -0.5 -1.1 0.7206
C 1.9707 -0.3555 -1.3110 0.3 0.1 0.1 -1.2219
C 2.2239 0.5317 -0.1783 0.3 0.3 -0.3 0.5946
O 2.0779 0.2325 0.9632 -0.2 -0.1 1.0 -0.5505
Br 2.7934 2.3126 -0.6706 -0.4 -0.5 0.3 -0.0338
C -0.7292 -0.0068 0.1756 -0.2 0.3 0.2 -0.2859
C -0.8299 1.1948 0.8973 0.0 0.1 0.1 -0.5772
C -1.2151 1.2331 2.2424 -0.1 0.0 0.3 -0.6860
C -1.5040 0.0464 2.9185 -0.1 0.2 -0.6 -0.4307
C -1.4115 -1.1493 2.2126 0.1 0.0 0.1 -0.4172
C -1.0243 -1.1732 0.8749 -0.2 0.1 0.4 -0.2726
H -2.4368 0.5855 -0.6246 0.6 -0.6 -0.6 0.2122
H -2.4744 2.0735 -1.7118 0.4 -0.1 0.3 0.5896
H -3.9479 1.1074 -1.5035 0.1 -0.1 0.0 0.5676
H -2.4035 0.5964 -3.5818 0.3 0.3 -0.1 0.4257
H -2.8181 -0.7969 -2.6659 0.0 -0.3 0.4 0.3727
H 0.0339 1.6952 -1.9171 -0.4 0.0 0.2 -0.0519
H 0.3890 -0.0387 -3.7057 -0.1 0.0 0.1 -0.0838
H -0.3303 -1.7999 -2.0441 -0.1 0.2 0.3 -0.0921
H 2.6714 -0.1877 -2.1177 0.0 0.1 -0.3 0.5762
H 2.0519 -1.3665 -0.9315 -0.2 -0.3 -0.1 0.3917
H -0.5763 2.1470 0.4238 0.3 0.0 -0.2 0.5644
H -1.2509 2.1730 2.7846 0.2 0.1 0.0 0.6625
H -1.7707 0.0518 3.9593 -0.1 0.0 0.2 0.4843
H -1.6222 -2.0587 2.7440 -0.1 -0.3 0.1 0.3257
H -0.9566 -2.1350 0.3854 0.0 -0.1 -0.2 0.3781
C -3.1711 -4.3919 3.8607 0.0 0.2 0.2 -0.2183
C -2.9484 -5.6185 4.7164 -0.3 -0.1 0.1 -0.5437
O -3.4568 -5.3913 6.0314 0.1 0.1 -0.1 -0.5289
O -2.5439 -3.2593 4.4532 0.0 0.0 -0.1 -0.5043
H -2.7509 -4.5280 2.8636 0.0 0.0 0.0 0.2908
H -4.2472 -4.1913 3.7671 0.0 -0.1 -0.1 0.2515
H -1.8828 -5.8093 4.8287 0.0 0.0 0.0 0.2958
H -3.4239 -6.4985 4.2741 0.1 0.0 -0.1 0.3157
H -4.4179 -5.3700 5.9824 0.0 -0.1 0.1 0.3169
H -2.6842 -3.3480 5.4049 0.0 0.0 0.0 0.3295
Ca -3.3240 1.7281 0.5318 0.0 0.7 2.1 1.4620
N 6.0206 4.7856 -3.4018 -0.2 -0.1 -0.4 -0.3570
S 6.8989 5.2233 -4.6564 0.8 0.5 -0.1 1.1123
O 6.1843 5.9326 -5.6663 -0.2 0.0 0.0 -0.5838
O 7.8853 4.2791 -5.0648 0.0 -0.2 0.1 -0.5822
F 7.7345 6.3556 -3.9192 -0.2 -0.1 0.2 -0.2582
S 4.9456 3.6849 -3.6911 -0.7 -0.1 -0.1 1.0650
O 3.9934 3.5871 -2.6229 0.7 0.6 -0.2 -0.5667
O 5.4149 2.4636 -4.2603 0.2 0.0 0.0 -0.6018
F 4.0683 4.3219 -4.8642 0.0 0.0 0.0 -0.2847
```
Positions in Å, forces in eV/Å.

The HOMO energy is -7.73 eV. The largest force on an atom is 2.24 eV/A. As for the frontier orbital gap: 3.58 eV. The calculation puts the LUMO energy at -4.151 eV.

---

(3)
This record from OMol25 describes a cluster of 2 separate species, C12H21F6N4O6P in total. The level of theory is wB97M-V/def2-TZVPD.

```
50
Properties=species:S:1:pos:R:3:forces:R:3:mulliken_charge:R:1
N 2.5478 1.5401 2.1041 1.2 -2.5 0.9 -0.5048
C 3.1110 0.1158 1.9141 7.5 2.0 -0.4 0.4150
O 4.4565 0.0527 1.8098 -9.0 -0.8 0.2 -0.4506
O 2.2576 -1.0824 1.9044 1.8 0.1 -2.9 -0.2272
C 2.2581 -1.7451 0.5758 -3.4 5.6 -4.8 0.4231
O 1.6958 -1.0205 -0.4295 4.3 -5.5 6.5 -0.4435
C 2.8314 -3.2744 0.2901 -2.5 -2.1 0.8 0.7019
F 1.9175 -4.1846 1.0775 2.8 2.9 -2.4 -0.2781
F 2.6489 -3.7057 -1.1414 1.0 1.9 5.0 -0.2339
C 4.3406 -3.5447 0.8688 1.3 -2.8 2.2 0.3819
F 4.4206 -5.0303 1.1343 -0.3 4.7 -0.9 -0.2901
F 4.6071 -2.9067 2.2028 -1.4 -1.9 -4.8 -0.2266
C 5.5597 -3.2089 -0.1737 2.9 -0.7 0.1 0.9156
F 5.8684 -4.3885 -1.0431 -1.2 3.8 2.9 -0.2531
F 6.7751 -2.9444 0.6843 -4.0 -1.1 -2.9 -0.2489
C 5.3521 -1.8608 -1.0818 2.9 7.7 0.6 0.1843
O 6.0078 -0.7358 -0.6820 -4.4 -8.2 -2.5 -0.4062
O 4.5697 -1.7424 -2.3213 0.7 -1.0 3.5 -0.4551
H 3.3110 2.1940 1.7565 -0.9 -1.5 0.4 0.3435
H 2.5952 1.6636 3.1592 -0.6 -0.2 -1.5 0.3179
H 3.6149 -1.4917 -2.1340 1.5 -0.4 0.1 0.3577
O -1.8893 1.4910 1.7266 3.7 1.4 -1.3 -0.8455
P -2.0408 1.4841 0.1857 -6.6 -1.9 2.1 0.7790
N -3.2832 2.6188 0.1469 -0.2 1.9 0.1 0.2460
C -4.6619 2.4280 -0.2419 0.1 -0.1 -0.7 -1.1477
C -3.0720 3.9185 0.7630 0.2 -0.2 0.5 -1.1291
N -2.6522 -0.1200 0.1884 0.0 -2.2 -0.6 0.3084
C -3.9267 -0.4461 0.8136 -0.3 0.4 0.0 -1.1106
C -1.6517 -1.0982 0.6415 0.1 0.3 -0.2 -1.0397
N -2.2149 1.4762 -1.5857 2.7 0.0 -0.2 0.0703
C -1.4944 2.5595 -2.2572 -0.1 0.5 -0.1 -1.1309
C -2.1931 0.2825 -2.4211 0.0 -0.7 -0.2 -0.8522
H -4.7696 1.6980 -1.0487 0.1 0.0 0.2 0.2981
H -5.1013 3.3551 -0.6288 0.2 0.1 0.1 0.3761
H -5.2695 2.1056 0.6096 -0.1 0.0 0.0 0.3250
H -3.2156 4.7174 0.0274 -0.2 0.0 0.0 0.3706
H -2.0509 4.0243 1.1444 -0.2 -0.2 0.0 0.3297
H -3.7559 4.0806 1.6022 0.0 0.1 0.1 0.3686
H -4.0116 -0.0351 1.8253 -0.1 0.0 0.1 0.3032
H -4.0800 -1.5304 0.8774 0.4 0.1 -0.1 0.3761
H -4.7598 -0.0903 0.2077 0.0 0.1 0.1 0.2932
H -1.5354 -1.0903 1.7312 0.1 0.0 0.0 0.3746
H -0.6747 -0.8812 0.1970 0.0 0.1 0.1 0.0796
H -1.9237 -2.1114 0.3257 -0.1 0.1 0.0 0.4057
H -2.1101 2.9692 -3.0642 0.1 -0.1 0.0 0.3099
H -0.5391 2.2210 -2.6731 -0.1 0.0 0.0 0.3703
H -1.2747 3.3864 -1.5738 -0.1 -0.2 0.0 0.3885
H -3.0383 -0.3785 -2.2075 0.3 0.2 0.3 0.2694
H -1.2559 -0.2735 -2.3042 -0.1 -0.1 -0.2 0.1816
H -2.3007 0.5396 -3.4820 0.3 0.4 0.2 0.4089
```
Positions in Å, forces in eV/Å.

The HOMO energy is -7.97 eV. The largest force on an atom is 9.68 eV/A. As for the frontier orbital gap: 5.58 eV. The calculation puts the LUMO energy at -2.396 eV.

---

(4)
This record from OMol25 describes a structure of composition C12H21InNO3. The level of theory is wB97M-V/def2-TZVPD.

```
38
Properties=species:S:1:pos:R:3:forces:R:3:mulliken_charge:R:1
In 1.7914 -1.0233 2.3474 -0.1 0.1 0.2 0.6905
C 0.8572 -1.3119 0.3119 0.0 0.0 0.3 -1.0637
C -0.2283 -2.3821 0.1624 0.1 0.0 -0.2 -0.5584
C -1.6605 -1.9502 0.5080 0.0 -0.2 0.1 -0.4195
C -1.7961 -0.9979 1.6922 0.0 -0.1 0.0 -0.5945
N -3.1402 -0.4342 1.7585 -0.4 0.3 0.1 0.3425
C -4.1319 -0.7979 2.6225 0.2 -0.4 0.3 -0.3547
C -5.2528 -0.0513 2.3763 0.0 0.3 -0.3 -0.5571
C -4.9232 0.8206 1.2951 -0.5 0.0 0.3 -0.5639
C -3.6294 0.5555 0.9512 0.5 0.0 -0.3 -0.4045
H 3.2032 0.0179 2.2357 0.0 0.0 -0.1 -0.4042
H 2.2099 -2.6174 3.0254 -0.1 0.0 -0.1 -0.3899
H 0.6131 -0.2307 3.4427 0.0 0.0 0.0 -0.4007
H 1.7068 -1.5848 -0.3226 0.0 0.1 0.0 0.3787
H 0.4865 -0.3334 -0.0247 0.0 -0.1 -0.2 0.1932
H 0.0425 -3.2653 0.7527 0.0 0.1 0.0 0.3120
H -0.2752 -2.7295 -0.8817 0.0 -0.1 0.1 0.3200
H -2.1292 -1.4941 -0.3702 0.1 0.2 0.1 0.3792
H -2.2531 -2.8457 0.7335 -0.1 0.1 -0.1 0.2256
H -1.6161 -1.5193 2.6344 0.1 0.1 -0.1 0.1938
H -1.0723 -0.1839 1.6540 -0.1 -0.1 0.0 0.2388
H -3.9572 -1.5634 3.3650 0.0 0.1 -0.1 0.3240
H -6.1912 -0.1063 2.9058 0.1 0.0 0.0 0.3993
H -5.5635 1.5634 0.8399 0.1 -0.1 0.0 0.3940
H -3.0103 0.9985 0.1839 0.0 -0.1 0.1 0.3540
C 2.7688 2.7370 -4.0121 0.0 0.1 0.1 -1.4475
C 3.3178 1.6899 -3.0786 0.1 0.0 0.0 0.5098
C 2.3111 1.0346 -2.1571 -0.2 -0.1 0.0 -0.5448
O 3.0963 0.7093 -1.0150 0.3 0.1 0.2 -0.1583
C 4.1489 1.5562 -0.9594 -0.2 0.1 -0.4 0.5123
O 4.9123 1.6866 -0.0667 0.1 -0.1 0.1 -0.5043
O 4.2215 2.2711 -2.1289 0.1 0.0 0.0 -0.3848
H 3.5563 3.1508 -4.6409 0.0 0.0 0.0 0.3525
H 2.0063 2.2975 -4.6567 0.0 0.0 0.0 0.3679
H 2.3229 3.5516 -3.4406 0.0 0.0 0.0 0.3586
H 3.8722 0.9256 -3.6338 0.0 0.0 0.0 0.2545
H 1.8636 0.1274 -2.5547 0.0 0.0 0.1 0.3443
H 1.5222 1.7290 -1.8547 0.0 0.0 0.0 0.3057
```
Positions in Å, forces in eV/Å.

The HOMO energy is -4.44 eV. The largest force on an atom is 0.56 eV/A. As for the total charge: -1. As for the frontier orbital gap: 7.03 eV. The calculation puts the LUMO energy at 2.593 eV.

---

(5)
This record from OMol25 describes a cluster of 2 separate species, C12H21N in total. The level of theory is wB97M-V/def2-TZVPD.

```
34
Properties=species:S:1:pos:R:3:forces:R:3:mulliken_charge:R:1
C -1.3490 -1.8353 -0.7534 0.2 -1.4 0.2 -0.1262
C -0.8870 -2.9500 -0.7736 0.2 0.0 -0.1 -0.3402
C -1.4432 1.6340 0.3459 3.6 -1.0 0.0 -0.2412
C 2.3747 -0.7954 -0.5811 1.4 0.1 1.9 -0.3579
C -1.9067 -0.6108 -0.5362 1.0 1.9 0.0 0.4411
C -0.3781 2.5692 0.8905 3.0 -2.1 -1.0 -0.8949
C 2.1928 1.2513 -2.1303 -4.9 -2.1 3.4 -1.2336
C 1.9484 -1.9319 1.6369 0.2 6.0 0.5 -1.2889
C -4.1267 -0.2618 0.3607 -0.1 5.0 -0.5 -1.2055
C 2.6737 0.4272 -0.9319 0.8 0.6 -0.6 -0.2296
C 3.0089 -1.3439 0.7144 -0.3 -0.7 0.2 -0.4516
C -3.2639 -0.1768 -0.9004 -1.3 -3.4 1.3 -1.0393
N -1.0510 0.3520 -0.0255 -4.2 1.3 -0.2 0.1449
H -0.4653 -3.9070 -0.6559 0.1 -0.4 -0.2 0.4778
H 1.6863 -1.2993 -1.1745 -1.4 -1.5 -0.5 0.6710
H -2.4143 1.9237 0.5862 -1.6 -0.4 -0.2 0.4076
H -0.7860 3.3309 1.5448 0.1 0.2 -0.3 0.3813
H 0.3765 1.9065 1.5252 -1.4 1.4 -0.9 0.1654
H 0.3439 2.9628 0.0272 -1.7 -0.2 1.8 0.0666
H 1.1079 0.9230 -2.5506 2.5 0.5 1.2 0.1696
H 2.8499 1.0920 -2.8511 3.0 0.1 -3.5 0.5091
H 2.0894 2.2209 -1.7294 0.1 1.5 -0.4 0.2975
H 2.4076 -2.2183 2.4884 1.7 -1.2 2.9 0.5288
H 1.4472 -2.7046 1.2905 -2.6 -3.5 -2.0 0.3444
H 1.2711 -1.1019 2.0036 0.2 -1.0 -0.6 0.1948
H -4.3974 -1.1965 0.5436 -0.5 -4.3 1.1 0.4521
H -5.1010 0.2625 0.3967 0.4 0.2 -0.8 0.3020
H -3.5730 0.2246 1.1364 0.2 -0.3 1.0 0.3074
H -0.1284 0.0144 -0.0914 1.8 0.4 0.5 -0.1733
H 3.5366 0.7148 -0.3231 -0.3 1.3 -0.4 0.3185
H 3.6741 -2.2143 0.6284 0.3 0.4 -0.9 0.2931
H 3.5956 -0.5872 1.3263 -0.8 -0.5 -1.2 0.2675
H -3.1123 0.7736 -1.2656 -0.5 2.3 -1.3 0.5119
H -3.7695 -0.9347 -1.5327 0.8 0.9 -0.6 0.3297
```
Positions in Å, forces in eV/Å.

The HOMO energy (spin up / spin down) is -6.53 / -6.42 eV. The largest force on an atom is 6.30 eV/A. As for the frontier orbital gap (spin up / spin down): 7.21 / 7.34 eV. The calculation puts the LUMO energy (spin up / spin down) at 0.677 / 0.922 eV.

---

(6)
This record from OMol25 describes a structure of composition C12H21N. The level of theory is wB97M-V/def2-TZVPD.

```
34
Properties=species:S:1:pos:R:3:forces:R:3:mulliken_charge:R:1
C -1.8536 -0.4149 0.6942 -1.5 -0.1 2.4 -1.1364
C -1.7441 -1.2836 -0.5289 0.7 0.7 -0.3 -0.6640
C 0.3242 -3.4455 0.2128 2.5 1.9 -0.4 0.2421
C -0.6379 0.3354 0.2485 0.8 0.9 -0.5 1.9247
C -0.6749 -0.5993 -0.9456 1.7 0.3 1.2 -0.7919
C -1.0948 2.7725 0.9926 -1.7 -1.5 -1.6 -1.6739
C -0.3513 -1.6354 -3.0976 1.6 0.2 1.7 -1.3968
C 2.9250 0.6008 1.7828 2.1 0.5 -3.5 -1.5185
C -0.8611 1.8234 -0.1722 -2.1 -0.6 0.9 -0.4906
C 0.4786 0.1017 1.3073 -0.9 -1.3 0.1 -1.0958
C 0.3524 -0.6884 -1.9963 -2.6 0.9 -4.0 -0.0092
C 1.8890 0.1183 0.7632 -0.5 0.4 2.0 -0.6519
N -0.6971 -3.8945 0.2531 -3.4 -2.5 0.5 -0.3651
H -2.6881 0.2975 0.8288 -0.2 -0.8 -0.1 0.3351
H -2.1397 -2.2046 -0.9008 -0.7 -0.1 0.1 0.5597
H 1.0464 -2.7111 0.0291 1.1 0.2 0.1 0.1439
H -1.5796 -0.9043 1.6892 -1.2 0.3 -1.2 0.2577
H -2.0896 2.7232 1.3493 -1.1 -0.4 0.7 0.3385
H -0.9884 3.7583 0.7381 0.5 2.6 -1.0 0.4912
H -0.4319 2.5829 1.7305 2.0 -0.5 2.6 0.4771
H -0.6107 -2.5119 -2.5206 -0.5 -0.4 -0.2 0.3628
H 0.2888 -1.9875 -3.8660 0.9 -0.1 -0.8 0.4123
H -1.2007 -1.2028 -3.5802 -0.6 0.5 0.1 0.3156
H 2.7207 1.4785 2.3636 -0.6 0.6 -0.2 0.3743
H 3.9331 0.7690 1.2089 -1.7 -0.2 1.2 0.3098
H 3.1035 -0.1473 2.4448 0.7 -2.3 2.2 0.4400
H 0.0161 2.2051 -0.6087 1.0 0.2 -1.4 0.4466
H -1.8070 1.9079 -0.8248 1.8 -0.4 0.4 0.3285
H 0.3527 0.8890 2.0798 0.1 -0.8 -0.1 0.2509
H 0.2384 -0.9634 1.7780 0.8 2.3 -0.6 0.4412
H 0.4429 0.3462 -2.4841 0.1 -1.2 0.8 0.2694
H 1.3528 -0.9866 -1.7735 0.5 -0.5 0.5 0.3474
H 2.0511 -0.7893 0.2322 0.9 -1.4 0.4 0.2190
H 1.9540 0.7222 -0.0557 -0.2 2.5 -2.2 0.5066
```
Positions in Å, forces in eV/Å.

The HOMO energy is -9.00 eV. The largest force on an atom is 4.86 eV/A. As for the frontier orbital gap: 9.81 eV. The calculation puts the LUMO energy at 0.806 eV.

---

no.,E_tot (eV)
1,-39977.163
2,-150721.516
3,-56611.781
4,-25589.797
5,-14267.828
6,-14270.561